# 1
Here is the molecule C4H2N2S2 in a non-equilibrium geometry from OMol25. Energies are from ωB97M-V/def2-TZVPD.

Properties
HOMO-LUMO gap   7.57 eV
SMILES string   S=C1Sc2c[nH]nc21

Structure (ORCA input):
```
! RIJCOSX wB97M-V def2-TZVPD def2/J DEFGRID3
* xyz 0 1
S -1.296 -2.043 1.086
C -0.424 -0.920 0.434
S 1.362 -0.419 0.980
C 0.926 0.894 -0.166
C 0.999 1.946 -1.061
N -0.145 1.910 -1.687
N -1.126 1.053 -1.375
C -0.436 0.301 -0.537
H 1.699 2.795 -1.206
H -0.262 2.540 -2.433
*
```

Mulliken atomic charge list, values in e, 2 entries:
1. S -0.263
2. C 0.261

# 2
Here is a structure of composition FHN2O in a non-equilibrium geometry from OMol25. Energies are from ωB97M-V/def2-TZVPD.

Properties
HOMO-LUMO gap (spin up / spin down)   9.63 / 10.05 eV

Structure (ORCA input):
```
! RIJCOSX wB97M-V def2-TZVPD def2/J DEFGRID3
* xyz 0 1
N -0.153 0.589 0.389
N -1.145 -0.056 0.284
O 1.667 -0.424 0.189
F -2.289 0.747 0.126
H 1.920 -0.857 -0.987
*
```

Mulliken atomic charge list, values in e, 2 entries:
1. N 0.014
2. N 0.179

# 3
Here is the molecule C6H4O in a non-equilibrium geometry from OMol25. Energies are from ωB97M-V/def2-TZVPD.

Properties
HOMO-LUMO gap (spin up / spin down)   7.82 / 7.07 eV

Structure (ORCA input):
```
! RIJCOSX wB97M-V def2-TZVPD def2/J DEFGRID3
* xyz 0 1
C -2.416 1.236 2.473
C -1.744 0.630 1.671
C -0.979 -0.055 0.753
C -0.316 -0.666 -0.075
C 0.437 -1.421 -0.977
C 1.990 0.288 -1.387
O 1.586 -0.930 -1.464
H -3.006 1.772 3.181
H 0.162 -2.371 -1.414
H 3.002 0.481 -1.708
H 1.284 1.035 -1.054
*
```

Mulliken atomic charge list, values in e, 2 entries:
1. C -0.362
2. C -0.113

# 4
Here is the molecule C13H16N2O5 in a non-equilibrium geometry from OMol25. Energies are from ωB97M-V/def2-TZVPD.

Properties
HOMO-LUMO gap   9.84 eV
SMILES string   N[C@@H](CC(=O)O)C(=O)N[C@@H](Cc1ccccc1)C(=O)O

Structure (ORCA input):
```
! RIJCOSX wB97M-V def2-TZVPD def2/J DEFGRID3
* xyz 0 1
N 0.926 -1.360 -0.912
C 2.098 -1.039 -0.063
C 3.310 -0.421 -0.859
C 4.655 -0.971 -0.251
O 5.484 -1.434 -0.983
O 4.802 -0.838 1.008
C 1.667 -0.054 1.108
O 2.276 -0.043 2.189
N 0.677 0.826 1.020
C -0.242 1.321 0.096
C -1.625 1.570 0.416
C -2.648 0.363 0.265
C -3.230 0.114 -0.927
C -3.848 -1.105 -1.248
C -4.209 -1.926 -0.215
C -3.737 -1.594 1.107
C -2.922 -0.515 1.319
C 0.516 2.500 -0.504
O 0.975 2.467 -1.563
O 0.713 3.494 0.405
H 0.948 -1.070 -1.903
H 0.593 -2.317 -0.861
H 2.364 -1.998 0.567
H 3.337 0.678 -0.780
H 3.263 -0.701 -1.869
H 3.878 -0.492 1.388
H 0.656 1.309 1.878
H -0.168 0.506 -0.709
H -1.729 1.877 1.480
H -1.922 2.363 -0.254
H -2.851 0.855 -1.825
H -4.246 -1.288 -2.272
H -4.696 -2.806 -0.425
H -3.930 -2.109 1.961
H -2.497 -0.237 2.208
H 1.360 4.074 0.010
*
```

Mulliken atomic charge list, values in e, 2 entries:
1. N -0.582
2. C -0.090